[1]
ORCA calculation (ωB97M-V/def2-TZVPD) on C4H8O2 in the gas phase at a distorted geometry.

Properties
* SMILES string: CC1(C)O[C@@H]1O
* maximum force: 0.02376 hartree/bohr
* Kohn-Sham gap: 0.3894 Ha
* relative energy (zero: lowest compared OMol25 entry of this formula, charge and spin): 148.4 kJ/mol
* HOMO: -9.745 eV
* LUMO: 0.9 eV

Structure (XYZ):
```
14
Properties=species:S:1:pos:R:3:forces:R:3
C 0.0423 -0.1935 0.1187 -0.443 0.010 -0.835
C -1.2653 0.5340 0.3516 0.383 -0.100 0.005
C -0.1001 -1.5911 -0.4393 0.138 0.299 0.243
C 1.2785 0.5653 -0.1319 -0.368 -0.305 -0.637
O 1.0496 -0.0187 1.1089 0.472 -0.107 1.122
O 1.3346 1.9313 -0.2327 0.086 0.403 0.196
H 0.7854 2.3254 0.4561 0.013 -0.066 -0.064
H 2.0712 0.1260 -0.7310 0.012 0.006 0.046
H -1.1274 1.3951 1.0016 -0.029 0.061 0.013
H -1.6746 0.8689 -0.5997 -0.089 0.021 -0.051
H 0.8770 -2.0459 -0.5783 0.071 -0.050 -0.045
H -0.6749 -2.2106 0.2460 -0.075 -0.102 0.038
H -1.9804 -0.1343 0.8261 -0.098 -0.017 0.054
H -0.6157 -1.5520 -1.3961 -0.072 -0.052 -0.086
```
Positions in Å, forces in eV/Å.



[2]
ORCA calculation (ωB97M-V/def2-TZVPD) on C4H8O2 in the gas phase.

Properties
* SMILES string: OC[C@H]1C[C@H]1O
* maximum force: 0.01369 hartree/bohr
* Kohn-Sham gap: 0.3884 Ha
* relative energy (zero: lowest compared OMol25 entry of this formula, charge and spin): 224.0 kJ/mol
* HOMO: -9.709 eV
* LUMO: 0.9 eV

Structure (XYZ):
```
14
Properties=species:S:1:pos:R:3:forces:R:3
O 0.3770 1.8788 0.8431 -0.101 0.694 -0.055
C -0.7810 1.1937 0.3974 -0.321 -0.068 -0.141
C -0.5465 -0.2976 0.5603 0.411 0.196 0.179
C -0.4011 -1.4057 -0.4531 -0.110 -0.200 -0.161
C 0.8231 -0.7374 0.0545 -0.087 -0.200 0.343
O 1.5030 0.0805 -0.8782 -0.304 0.199 -0.068
H 0.9431 2.0254 0.0782 0.106 -0.241 0.123
H -1.0553 1.4785 -0.6257 0.085 -0.058 0.086
H -1.5791 1.5373 1.0637 -0.060 -0.229 -0.223
H -0.8931 -0.6732 1.5278 0.602 0.138 -0.154
H -0.6455 -1.2408 -1.5002 -0.008 -0.018 0.109
H -0.5932 -2.4069 -0.0848 -0.223 0.087 -0.139
H 1.5094 -1.1586 0.7804 -0.116 -0.371 -0.240
H 1.3395 -0.2740 -1.7632 0.126 0.071 0.341
```
Positions in Å, forces in eV/Å.



[3]
ORCA calculation (ωB97M-V/def2-TZVPD) on 2 unconnected molecules or ions with the total composition C4H8O2.

Properties
* SMILES string: C=CCC=O.O
* maximum force: 0.01038 hartree/bohr
* Kohn-Sham gap: 0.4065 Ha
* relative energy (zero: lowest compared OMol25 entry of this formula, charge and spin): 160.1 kJ/mol
* HOMO: -10.330 eV
* LUMO: 0.7 eV

Structure (XYZ):
```
14
Properties=species:S:1:pos:R:3:forces:R:3
O 1.8420 0.5904 -0.7041 -0.085 -0.375 0.370
C 1.5527 -0.0628 0.2760 0.009 0.262 -0.171
C -1.0248 1.0115 0.8644 0.093 -0.170 0.108
C -0.8552 -0.3083 0.8075 -0.024 0.155 0.059
O -0.4145 -0.0045 -2.3552 -0.133 0.212 -0.068
C 0.3989 -1.0318 0.3505 -0.015 0.047 0.044
H 0.4356 0.2865 -1.9889 0.043 -0.001 -0.122
H 2.1156 0.0934 1.2171 0.000 -0.046 -0.078
H -0.2642 1.7164 0.5308 -0.100 -0.142 0.103
H -1.9323 1.4390 1.2821 0.067 -0.101 -0.204
H -1.6659 -0.9605 1.1302 0.141 0.095 0.009
H -1.0548 0.5395 -1.8803 0.017 -0.138 -0.126
H 0.2361 -1.5049 -0.6260 -0.021 0.113 0.231
H 0.6307 -1.8038 1.0960 0.008 0.090 -0.154
```
Positions in Å, forces in eV/Å.



[4]
ORCA calculation (ωB97M-V/def2-TZVPD) on a molecular structure, C4H8O2 at a distorted geometry.

Properties
* maximum force: 0.09946 hartree/bohr
* Kohn-Sham gap: 0.3381 Ha
* relative energy (zero: lowest compared OMol25 entry of this formula, charge and spin): 318.2 kJ/mol
* HOMO: -8.617 eV
* LUMO: 0.6 eV

Structure (XYZ):
```
14
Properties=species:S:1:pos:R:3:forces:R:3
C 0.2458 -0.4918 1.0255 -1.747 2.907 -1.900
C 0.9344 0.4739 -1.2219 -1.033 0.114 -0.306
C -1.4347 0.0022 0.3967 -1.048 -1.891 1.699
C 0.3723 0.7208 0.1731 4.553 0.631 2.243
O 0.7637 -1.6855 0.6826 -0.563 -0.941 -0.475
O 0.5281 1.8321 0.7380 -1.219 -1.063 -1.254
H 0.6264 -1.8587 -0.2604 0.246 0.081 0.174
H 0.2654 -0.3218 2.1010 -0.309 0.002 -0.299
H 0.3610 -0.2521 -1.8044 -0.006 -0.075 0.012
H 0.9239 1.4080 -1.7765 0.109 0.058 0.029
H 1.9543 0.1017 -1.1323 0.033 0.112 0.153
H -1.7878 0.4667 -0.5236 1.022 0.305 -0.208
H -1.9278 -0.9695 0.3674 -0.052 -0.244 0.193
H -1.8250 0.5740 1.2348 0.015 0.004 -0.060
```
Positions in Å, forces in eV/Å.



[5]
ORCA calculation (ωB97M-V/def2-TZVPD) on a molecular structure, C4H8O2 at a distorted geometry.

Properties
* maximum force: 0.04724 hartree/bohr
* Kohn-Sham gap: 0.3518 Ha
* relative energy (zero: lowest compared OMol25 entry of this formula, charge and spin): 376.2 kJ/mol
* HOMO: -8.937 eV
* LUMO: 0.6 eV

Structure (XYZ):
```
14
Properties=species:S:1:pos:R:3:forces:R:3
C -1.7558 0.8165 0.1270 -0.039 0.303 -0.108
O -1.6453 -0.5832 0.1346 0.112 0.187 -0.488
C -0.4103 -1.1082 0.2963 0.679 0.332 1.385
C 0.9941 -0.7353 0.0878 0.270 -0.606 -1.450
O 1.8089 -1.5614 0.4992 0.354 0.244 -0.369
C 1.4182 0.4713 -0.7027 0.210 0.140 -0.084
H -1.4682 1.2056 -0.8521 -0.083 0.208 0.111
H -2.7997 1.0483 0.3405 0.141 0.049 -0.087
H -1.1060 1.2500 0.9055 -0.127 -0.031 -0.111
H 0.2302 -0.3130 1.2622 -1.945 -1.437 0.236
H -0.5265 -2.2035 0.3350 0.337 0.590 0.963
H 2.3739 0.8245 -0.3194 -0.016 0.016 -0.072
H 0.7118 1.3010 -0.7851 0.036 -0.265 0.123
H 1.5794 0.0439 -1.6968 0.071 0.270 -0.051
```
Positions in Å, forces in eV/Å.



[6]
ORCA calculation (ωB97M-V/def2-TZVPD) on 2 unconnected molecules or ions with the total composition C4H8O2 at a distorted geometry.

Properties
* SMILES string: CC(=O)O.C=C
* maximum force: 0.18030 hartree/bohr
* Kohn-Sham gap: 0.4018 Ha
* relative energy (zero: lowest compared OMol25 entry of this formula, charge and spin): 254.6 kJ/mol
* HOMO: -10.217 eV
* LUMO: 0.7 eV

Structure (XYZ):
```
14
Properties=species:S:1:pos:R:3:forces:R:3
C -2.0517 2.2970 2.4595 0.486 0.042 1.114
C -0.9579 2.7478 1.8282 -2.589 2.487 -1.709
C 1.1000 -1.6065 -2.1569 -0.808 -0.286 3.855
C 1.2384 -2.5992 -1.1001 9.017 -1.315 -1.712
H -2.9150 2.8492 2.9332 1.151 -0.421 -1.047
H -1.9584 1.2419 2.7098 -0.570 0.030 0.238
H -1.0417 3.8406 1.3114 0.943 -2.687 1.522
H -0.3037 1.9610 1.4789 0.582 0.541 -0.126
H 0.5754 0.0139 -2.2732 -0.637 2.337 -0.940
H 1.9213 -3.4793 -1.4516 -1.727 1.189 0.273
H 1.9543 -2.1852 -0.3187 -1.085 -0.012 -0.784
H 0.4688 -2.9177 -0.6194 -5.229 -1.826 2.600
O 1.2888 -1.6666 -3.3072 0.420 0.030 -2.717
O 0.6815 -0.4968 -1.4939 0.046 -0.111 -0.566
```
Positions in Å, forces in eV/Å.



[7]
ORCA calculation (ωB97M-V/def2-TZVPD) on 2 unconnected molecules or ions with the total composition C4H8O2.

Properties
* maximum force: 0.01629 hartree/bohr
* Kohn-Sham gap (alpha / beta): 0.3071 / 0.3033 Ha
* relative energy (zero: lowest compared OMol25 entry of this formula, charge and spin): 462.4 kJ/mol
* HOMO (alpha / beta): -7.619 / -7.560 eV
* LUMO (alpha / beta): 0.7 / 0.7 eV

Structure (XYZ):
```
14
Properties=species:S:1:pos:R:3:forces:R:3
C -2.2363 -0.1492 -0.4946 -0.136 0.001 -0.633
O -1.9315 -0.4747 0.7306 -0.493 0.483 0.456
C -1.0646 -1.3400 1.1453 0.589 -0.579 0.140
C 1.1427 0.1363 -0.5110 0.126 -0.157 -0.101
O 1.5108 -0.9633 -0.8571 -0.167 0.490 0.115
C 2.0653 1.2666 -0.1445 0.091 -0.054 -0.007
H -3.0375 0.5680 -0.5851 0.118 -0.104 -0.003
H 0.0580 0.3915 -0.4698 0.189 -0.086 -0.007
H -1.8511 -0.7537 -1.3100 -0.059 0.091 0.104
H -0.9761 -1.4271 2.2179 -0.034 0.010 -0.161
H -0.5111 -1.9297 0.4218 -0.074 0.052 0.132
H 3.1103 0.9723 -0.2644 -0.155 0.029 0.018
H 1.8776 1.5656 0.8941 -0.006 -0.048 -0.144
H 1.8434 2.1374 -0.7732 0.012 -0.128 0.089
```
Positions in Å, forces in eV/Å.



[8]
ORCA calculation (ωB97M-V/def2-TZVPD) on 2 unconnected molecules or ions with the total composition C4H8O2.

Properties
* SMILES string: C=C(O)CC=O.[H][H]
* maximum force: 0.01003 hartree/bohr
* Kohn-Sham gap: 0.3646 Ha
* relative energy (zero: lowest compared OMol25 entry of this formula, charge and spin): 235.6 kJ/mol
* HOMO: -9.219 eV
* LUMO: 0.7 eV

Structure (XYZ):
```
14
Properties=species:S:1:pos:R:3:forces:R:3
C -0.1921 -0.9916 1.5271 0.008 0.045 -0.014
C -0.1336 0.2511 1.0539 0.072 -0.234 -0.111
O -0.7837 1.3221 1.5951 -0.077 -0.045 0.130
C 0.6187 0.6611 -0.1800 0.101 -0.078 -0.042
C -0.3320 1.0191 -1.3059 0.005 -0.047 -0.296
O -0.1981 0.6399 -2.4440 -0.029 0.186 0.480
H 0.3448 -1.7930 1.0333 -0.082 0.149 0.045
H 0.8190 -2.3432 -2.1920 -0.010 0.030 -0.009
H -0.7725 -1.2421 2.4120 0.091 0.071 -0.112
H -1.3073 1.0228 2.3492 0.031 0.070 -0.053
H 1.2114 1.5582 0.0488 -0.096 -0.094 -0.028
H 1.2915 -0.1290 -0.5200 -0.108 0.118 0.065
H -1.1814 1.6708 -1.0180 0.065 -0.070 -0.049
H 0.6153 -1.6462 -2.3594 0.029 -0.100 -0.005
```
Positions in Å, forces in eV/Å.



[9]
ORCA calculation (ωB97M-V/def2-TZVPD) on 2 unconnected molecules or ions with the total composition C4H8O2.

Properties
* maximum force: 0.01173 hartree/bohr
* Kohn-Sham gap: 0.3216 Ha
* relative energy (zero: lowest compared OMol25 entry of this formula, charge and spin): 490.3 kJ/mol
* HOMO: -7.955 eV
* LUMO: 0.8 eV

Structure (XYZ):
```
14
Properties=species:S:1:pos:R:3:forces:R:3
C 0.8202 -1.0541 -1.2054 0.094 -0.179 -0.179
C 0.7701 0.9389 0.6729 -0.228 0.200 0.237
C 0.1133 0.5773 1.9665 -0.006 -0.080 -0.001
O -0.2248 -0.3437 -0.5235 -0.024 0.167 0.082
C -1.3485 -0.0213 -1.2072 -0.293 0.297 0.038
O -2.0701 0.8663 -0.8647 0.312 -0.502 -0.123
H 1.5517 -1.2981 -0.4381 -0.145 -0.022 -0.141
H 0.4161 -1.9541 -1.6770 0.023 0.092 0.024
H 1.2897 -0.3929 -1.9373 -0.064 -0.127 0.072
H 0.1892 1.7824 0.2514 0.114 -0.083 0.097
H -0.9677 0.7461 2.0684 0.161 0.009 -0.062
H 0.6248 1.2663 2.6611 -0.045 -0.029 -0.044
H 0.3635 -0.4343 2.3082 0.021 0.177 -0.033
H -1.5276 -0.6788 -2.0754 0.080 0.080 0.033
```
Positions in Å, forces in eV/Å.



Which of these has the lowest relative energy (zero: lowest compared OMol25 entry of this formula, charge and spin)?
number 1